# 1
This record from the OMol25 dataset describes a 2-piece molecular cluster, C8H8N4O4 overall. The level of theory is wB97M-V/def2-TZVPD.

Positions of all 24 atoms, in Å:
1 O -2.0890 -0.4966 -0.6388
2 C -2.7043 0.5855 -0.9122
3 C -2.0927 1.5887 -1.6846
4 C -2.8149 2.5044 -2.2230
5 N -4.1443 2.4479 -2.3284
6 C -4.9268 1.6083 -1.6214
7 O -6.1278 1.5941 -1.6315
8 N -4.1391 0.7856 -0.7416
9 H -0.9518 1.6157 -1.6025
10 H -2.3379 3.2029 -2.8162
11 H -4.7371 3.1440 -2.8374
12 H -4.6828 0.0558 -0.3487
13 O 1.9797 -3.6677 1.8015
14 C 2.6170 -2.7534 1.7159
15 C 2.2400 -1.3590 2.1297
16 C 2.8923 -0.2549 1.8956
17 N 4.1259 -0.4802 1.2042
18 C 4.8566 -1.8077 1.2030
19 O 5.9850 -1.7784 0.8787
20 N 3.9474 -2.7830 1.3180
21 H 1.2930 -1.2728 2.5108
22 H 2.6230 0.8003 2.2829
23 H 4.8412 0.3518 1.4222
24 H 4.3473 -3.6315 1.0238

## Properties
SMILES: O=c1cc[nH]c(=O)[nH]1.O=c1cc[nH]c(=O)[nH]1
Energy above the lowest of the compared OMol25 structures with the same formula, charge and spin, kJ/mol: 327.2
Charge: 0

Atom charges from the Löwdin analysis, given in e for atoms 1 to 2:
1. O 0.0206
2. C -0.3874

***

# 2
This record from the OMol25 dataset describes one molecule with the formula C8H8N4S. The level of theory is wB97M-V/def2-TZVPD.

Positions of all 21 atoms, in Å:
1 C -1.1299 -4.5003 -1.6527
2 C -0.5764 -3.0620 -1.1881
3 C 0.7810 -3.0210 -0.5952
4 C 1.2697 -1.8682 0.0490
5 C 0.4413 -0.7372 0.1887
6 N 1.0325 0.3141 1.0241
7 C 0.4061 1.5182 0.9586
8 N 0.6908 2.5064 1.8691
9 N 0.3723 3.7941 1.5225
10 N -0.1258 3.8050 0.2426
11 S -0.2920 2.2359 -0.4953
12 C -0.8439 -0.7809 -0.2918
13 C -1.4335 -1.9754 -0.8915
14 H -2.2564 -4.2686 -1.7848
15 H -1.0029 -5.4335 -0.7359
16 H -0.2763 -4.8904 -2.5627
17 H 1.5528 -3.8119 -0.7824
18 H 2.2221 -1.8946 0.7852
19 H 1.5010 0.1071 1.8617
20 H -1.7327 -0.0862 -0.0451
21 H -2.6103 -1.8728 -0.8807

## Properties
SMILES: Cc1ccc(Nc2nnns2)cc1
Energy above the lowest of the compared OMol25 structures with the same formula, charge and spin, kJ/mol: 462.4
Charge: 0

Atom charges from the Löwdin analysis, given in e for atoms 1 to 2:
1. C -0.1048
2. C -0.2792

***

HOMO-LUMO gap values (in hartree) by entry order: 0.3505 0.3180.
Electronic energy values (in eV) by entry order: -22575.538 -25216.326.